[1]
C3H3NO | wB97M-V/def2-TZVPD

CARTESIAN COORDINATES (ANGSTROEM)
1 C -1.027 -0.005 -0.036
2 C 0.376 -0.570 -0.036
3 O 0.664 -1.713 0.017
4 C 1.412 0.471 0.030
5 N 2.177 1.301 -0.027
6 H -0.952 0.726 -0.739
7 H -1.004 0.556 0.935
8 H -1.645 -0.766 -0.143

Values from the calculation:
SMILES string ... CC(=O)C#N
Calculated total energy ... -6695.716 eV
HOMO energy ... -0.4092 Ha
E_LUMO ... -0.03 eV
Relative energy (zero: lowest compared OMol25 entry of this formula, charge and spin) ... 74.9 kJ/mol



[2]
C2FHgLi2O2 | wB97M-V/def2-TZVPD

CARTESIAN COORDINATES (ANGSTROEM)
1 C 0.112 1.396 0.441
2 O -0.165 2.350 -0.356
3 Li 2.035 -2.688 0.252
4 Li -0.860 1.205 -1.717
5 F -0.871 -0.559 -1.583
6 C 0.340 0.448 1.198
7 O 0.510 -0.835 1.521
8 Hg -1.102 -1.318 0.244

Values from the calculation:
Calculated total energy ... -13467.585 eV
HOMO energy (spin up / spin down) ... -0.2371 / -0.2219 Ha
E_LUMO (spin up / spin down) ... -1.78 / -1.79 eV
Expectation value of S² ... 0.78
Spin multiplicity ... 2



[3]
C25H35F4N6O4SSeSi4TeTi | wB97M-V/def2-TZVPD

CARTESIAN COORDINATES (ANGSTROEM)
1 Ti 1.566 -2.455 -1.335
2 S -0.364 -0.298 -2.182
3 C -1.292 0.111 -3.553
4 N -2.203 1.090 -3.441
5 C -2.980 1.617 -4.555
6 C -2.196 1.410 -5.838
7 C -1.839 -0.060 -5.958
8 N -1.161 -0.486 -4.735
9 H -2.259 1.516 -2.534
10 H -3.172 2.673 -4.370
11 H -3.945 1.104 -4.614
12 H -1.278 2.000 -5.805
13 H -2.781 1.731 -6.698
14 H -1.158 -0.236 -6.786
15 H -2.739 -0.665 -6.111
16 H -0.442 -1.186 -4.800
17 F 1.908 2.625 -4.671
18 C 2.833 1.799 -4.208
19 C 3.748 1.941 -3.024
20 F 4.699 2.906 -2.995
21 C 3.238 1.459 -1.651
22 C 3.696 0.226 -1.912
23 C 4.117 0.461 -3.322
24 F 5.364 0.081 -3.704
25 C 3.053 0.495 -4.410
26 C 2.398 -0.638 -5.030
27 C 2.296 -1.702 -4.179
28 N 2.182 -2.502 -3.331
29 C 1.632 -0.584 -6.209
30 N 0.991 -0.547 -7.170
31 F 3.600 -0.965 -1.276
32 C 2.418 2.183 -0.716
33 C 2.462 3.608 -0.694
34 N 2.499 4.759 -0.667
35 C 1.510 1.647 0.138
36 N 0.647 1.286 0.842
37 C -1.935 3.150 0.989
38 Si -2.215 1.691 2.128
39 C -2.649 2.307 3.846
40 C -3.607 0.618 1.460
41 Si -0.208 0.421 2.160
42 Te -0.548 -1.869 1.134
43 Si 1.580 0.462 3.710
44 C 1.043 0.203 5.490
45 C 2.323 2.173 3.530
46 C 2.771 -0.872 3.147
47 Si -1.527 -2.694 3.396
48 C -2.139 -1.339 4.530
49 C -2.942 -3.787 2.847
50 C -0.220 -3.729 4.254
51 H -2.907 3.560 0.701
52 H -1.389 2.876 0.086
53 H -1.366 3.941 1.480
54 H -3.557 2.914 3.809
55 H -1.851 2.932 4.252
56 H -2.820 1.491 4.548
57 H -4.391 1.243 1.027
58 H -4.060 0.012 2.248
59 H -3.256 -0.066 0.683
60 H 0.223 0.869 5.768
61 H 1.882 0.422 6.156
62 H 0.726 -0.823 5.683
63 H 1.571 2.964 3.564
64 H 2.867 2.281 2.590
65 H 3.026 2.345 4.349
66 H 2.617 -1.800 3.704
67 H 3.803 -0.549 3.299
68 H 2.651 -1.102 2.085
69 H -3.035 -0.860 4.135
70 H -1.397 -0.564 4.722
71 H -2.395 -1.799 5.489
72 H -3.818 -3.207 2.549
73 H -3.227 -4.440 3.676
74 H -2.665 -4.421 2.003
75 H 0.343 -3.143 4.984
76 H 0.501 -4.141 3.547
77 H -0.686 -4.566 4.779
78 O 2.345 -3.775 -0.250
79 Se 0.881 -4.797 -0.226
80 O 1.190 -6.078 -1.123
81 O 1.307 -1.268 -0.100
82 O 0.107 -3.589 -1.333

Values from the calculation:
Calculated total energy ... -192594.000 eV
HOMO energy (spin up / spin down) ... -0.2878 / -0.2879 Ha
E_LUMO (spin up / spin down) ... -0.43 / -2.75 eV
Expectation value of S² ... 0.75
Spin multiplicity ... 2



[4]
C8H18IN5 | wB97M-V/def2-TZVPD

CARTESIAN COORDINATES (ANGSTROEM)
1 C -1.300 1.239 -4.189
2 C 1.287 -2.011 1.674
3 C -1.015 -1.382 0.967
4 C 1.394 -0.864 2.647
5 C -1.002 -0.479 2.215
6 C 0.570 0.749 1.020
7 C 0.456 -1.611 0.454
8 C 0.973 -0.259 -0.114
9 N -2.086 0.388 -3.691
10 N -0.662 2.126 -4.660
11 N 0.368 0.192 -1.354
12 N 0.287 0.128 2.316
13 N -0.005 2.746 -5.558
14 I 0.662 -1.071 -2.937
15 H 2.337 -2.390 1.557
16 H 0.729 -2.763 2.274
17 H -1.365 -2.292 1.221
18 H -1.585 -1.005 0.053
19 H 1.188 -1.034 3.711
20 H 2.376 -0.284 2.504
21 H -1.803 0.347 2.096
22 H -1.314 -0.980 3.109
23 H 1.468 1.265 1.172
24 H -0.184 1.451 0.718
25 H 0.445 -2.405 -0.275
26 H 2.014 -0.309 -0.225
27 H -3.004 0.653 -3.536
28 H 0.763 1.139 -1.486
29 H 0.335 0.774 3.213
30 H 0.001 2.428 -6.532
31 H 0.084 3.763 -5.341
32 H -1.570 -0.498 -3.257

Values from the calculation:
Calculated total energy ... -24119.953 eV
HOMO energy ... -0.5763 Ha
Net charge ... +2
E_LUMO ... -6.41 eV
Relative energy (zero: lowest compared OMol25 entry of this formula, charge and spin) ... 0.0 kJ/mol



[5]
C15H12AuI2N2O10SSm | wB97M-V/def2-TZVPD

CARTESIAN COORDINATES (ANGSTROEM)
1 I 4.028 -1.453 -1.740
2 I 3.892 1.357 -1.716
3 Sm 0.485 1.294 -0.807
4 Au -0.151 -1.877 -1.207
5 S 0.830 -0.418 -2.817
6 C -1.355 -2.873 -2.254
7 C -0.752 -2.736 0.492
8 C -0.235 -0.099 -4.400
9 C 0.270 1.184 -5.051
10 C -1.741 -0.073 -4.233
11 C 0.263 -1.359 -5.115
12 C -0.976 2.974 0.725
13 C -1.399 2.831 -2.357
14 O -1.094 -3.484 1.301
15 O -1.894 -3.626 -2.965
16 O -1.282 3.782 1.460
17 O -1.979 3.556 -3.055
18 H -0.105 1.218 -6.091
19 H 1.370 1.194 -5.059
20 H -0.064 2.089 -4.514
21 H -2.165 -0.061 -5.257
22 H -2.102 0.826 -3.707
23 H -2.118 -0.960 -3.713
24 H -0.109 -1.361 -6.148
25 H -0.069 -2.263 -4.574
26 H 1.369 -1.343 -5.104
27 O 2.338 -1.526 1.648
28 C 1.591 -0.602 1.815
29 O 1.203 0.173 0.799
30 C 0.878 -0.164 3.063
31 C -0.039 0.889 3.197
32 C -0.521 1.138 4.494
33 C -0.144 0.403 5.608
34 C 0.755 -0.630 5.376
35 C 1.282 -0.927 4.118
36 N 1.173 -1.447 6.490
37 O 0.752 -1.160 7.622
38 O 1.930 -2.404 6.304
39 N -1.462 2.217 4.730
40 O -1.920 2.889 3.803
41 O -1.806 2.445 5.903
42 H -0.391 1.508 2.372
43 H -0.521 0.613 6.596
44 H 1.982 -1.736 3.969

Values from the calculation:
Calculated total energy ... -87783.789 eV
HOMO energy (spin up / spin down) ... -0.7726 / -0.7565 Ha
Net charge ... +4
E_LUMO (spin up / spin down) ... -14.38 / -16.40 eV
Expectation value of S² ... 15.78
Spin multiplicity ... 8



[6]
C2H12O3S2 | wB97M-V/def2-TZVPD

CARTESIAN COORDINATES (ANGSTROEM)
1 C -1.902 2.245 -0.124
2 C -0.512 2.397 -0.835
3 S -0.057 1.059 -1.936
4 S 1.595 0.125 -1.145
5 H -1.910 1.287 0.355
6 H -2.738 2.280 -0.707
7 H -2.219 2.920 0.638
8 H 0.311 2.439 -0.081
9 H -0.472 3.378 -1.294
10 H 0.891 -0.966 -0.683
11 O 0.368 -3.131 2.606
12 H 0.004 -2.936 3.574
13 H 0.802 -2.342 2.283
14 O -2.011 -2.443 0.567
15 H -1.334 -2.956 1.059
16 H -2.351 -3.079 -0.073
17 O 1.221 -0.276 2.573
18 H 1.846 0.183 2.033
19 H 0.407 -0.192 1.981

Values from the calculation:
SMILES string ... CCSS.O.O.O
Calculated total energy ... -30081.153 eV
HOMO energy ... -0.3368 Ha
E_LUMO ... 0.33 eV
Relative energy (zero: lowest compared OMol25 entry of this formula, charge and spin) ... 103.9 kJ/mol



Repeat the second record exactly.
C2FHgLi2O2 | wB97M-V/def2-TZVPD

CARTESIAN COORDINATES (ANGSTROEM)
1 C 0.112 1.396 0.441
2 O -0.165 2.350 -0.356
3 Li 2.035 -2.688 0.252
4 Li -0.860 1.205 -1.717
5 F -0.871 -0.559 -1.583
6 C 0.340 0.448 1.198
7 O 0.510 -0.835 1.521
8 Hg -1.102 -1.318 0.244

Values from the calculation:
Calculated total energy ... -13467.585 eV
HOMO energy (spin up / spin down) ... -0.2371 / -0.2219 Ha
E_LUMO (spin up / spin down) ... -1.78 / -1.79 eV
Expectation value of S² ... 0.78
Spin multiplicity ... 2



Look up the calculated total energy of the fifth one. -87783.789 eV



Please write out number 2 again, unchanged.
C2FHgLi2O2 | wB97M-V/def2-TZVPD

CARTESIAN COORDINATES (ANGSTROEM)
1 C 0.112 1.396 0.441
2 O -0.165 2.350 -0.356
3 Li 2.035 -2.688 0.252
4 Li -0.860 1.205 -1.717
5 F -0.871 -0.559 -1.583
6 C 0.340 0.448 1.198
7 O 0.510 -0.835 1.521
8 Hg -1.102 -1.318 0.244

Values from the calculation:
Calculated total energy ... -13467.585 eV
HOMO energy (spin up / spin down) ... -0.2371 / -0.2219 Ha
E_LUMO (spin up / spin down) ... -1.78 / -1.79 eV
Expectation value of S² ... 0.78
Spin multiplicity ... 2